Below is a molecular structure, C35H52FeSb2 in a non-equilibrium geometry, with properties calculated with ωB97M-V with the def2-TZVPD basis set.

Each line ends with the Mulliken charge.
Atoms and positions in Å:
Fe -1.034 0.212 0.024  0.472
C -2.193 1.739 3.915  -1.254
Sb -1.346 1.982 1.938  0.308
C -2.414 3.803 1.495  -1.412
C 0.454 3.017 2.520  -1.216
H -2.070 2.657 4.482  0.422
H -1.711 0.928 4.450  0.362
H -3.251 1.518 3.826  0.442
H -2.441 4.411 2.395  0.475
H -3.431 3.593 1.177  0.435
H -1.901 4.352 0.709  0.402
H 0.185 3.956 2.996  0.442
H 1.051 3.227 1.637  0.315
H 1.040 2.420 3.211  0.378
C 3.878 4.897 -1.963  -0.478
C 4.399 3.704 -1.482  -0.759
C 3.551 2.681 -1.113  -0.415
C 2.166 2.821 -1.253  0.619
C 1.649 4.043 -1.694  -0.250
C 2.505 5.067 -2.053  -0.848
C 1.337 1.653 -0.993  0.679
C 0.048 1.485 -1.319  -0.235
C -0.786 2.146 -2.256  0.966
C -2.070 2.622 -1.918  0.258
C -2.861 3.250 -2.852  -1.060
C -2.417 3.390 -4.161  -0.536
C -1.181 2.871 -4.532  -0.826
C -0.372 2.259 -3.602  -0.113
H 4.540 5.693 -2.258  0.414
H 5.467 3.571 -1.401  0.445
H 3.948 1.747 -0.738  0.313
H 0.579 4.179 -1.755  0.500
H 2.102 6.000 -2.412  0.436
H 1.873 0.846 -0.492  -0.585
H -2.421 2.496 -0.901  0.230
H -3.833 3.623 -2.569  0.478
H -3.025 3.908 -4.886  0.438
H -0.843 2.950 -5.557  0.450
H 0.602 1.879 -3.880  0.427
C 3.747 -1.364 2.279  -1.795
C 3.212 -2.264 1.175  1.567
C 3.899 -1.930 -0.140  -1.551
C 3.457 -3.717 1.536  -1.522
Sb 0.995 -1.739 0.887  0.408
C -0.126 -2.357 2.756  1.377
C 0.191 -3.776 3.190  -1.693
C -1.605 -2.192 2.442  -1.259
C 0.269 -1.352 3.828  -1.344
C 0.295 -3.041 -0.837  1.967
C 1.052 -4.346 -0.997  -1.846
C -1.185 -3.330 -0.670  -1.959
C 0.506 -2.124 -2.038  -1.649
H 4.831 -1.469 2.337  0.474
H 3.340 -1.646 3.247  0.350
H 3.520 -0.315 2.088  0.306
H 4.976 -2.057 -0.033  0.551
H 3.714 -0.897 -0.437  0.124
H 3.570 -2.588 -0.942  0.262
H 4.532 -3.877 1.639  0.502
H 3.094 -4.395 0.771  0.272
H 2.997 -3.977 2.485  0.243
H 0.051 -4.485 2.374  0.278
H -0.466 -4.070 4.009  0.467
H 1.215 -3.851 3.546  0.351
H -1.991 -3.027 1.867  0.240
H -1.782 -1.264 1.872  -0.065
H -2.181 -2.132 3.365  0.606
H 1.334 -1.386 4.044  0.180
H -0.267 -1.568 4.752  0.507
H 0.013 -0.335 3.515  -0.019
H 0.997 -4.957 -0.098  0.303
H 2.095 -4.170 -1.243  0.378
H 0.617 -4.917 -1.816  0.514
H -1.356 -4.066 0.112  0.332
H -1.589 -3.744 -1.593  0.597
H -1.739 -2.414 -0.452  0.324
H 1.561 -1.894 -2.191  0.219
H -0.036 -1.176 -1.888  0.164
H 0.125 -2.594 -2.944  0.555
C -5.084 -1.460 -2.178  -0.573
C -3.981 -1.148 -2.952  -0.785
C -2.862 -0.583 -2.358  0.693
C -2.832 -0.344 -0.990  -0.406
C -3.953 -0.638 -0.223  0.107
C -5.073 -1.201 -0.819  -0.620
H -5.960 -1.894 -2.640  0.399
H -3.983 -1.338 -4.016  0.450
H -2.016 -0.325 -2.985  0.251
H -3.971 -0.438 0.845  0.211
H -5.939 -1.424 -0.216  0.438

Properties
<S²>   8.79
Relative energy (zero: lowest compared OMol25 entry of this formula, charge and spin)   111.4 kJ/mol
Kohn-Sham gap (spin up / spin down)   7.8 / 5.9 eV
Charge   +1
Multiplicity   6
HOMO (spin up / spin down)   -10.43 / -10.99 eV
Electronic energy   -84591.10535 eV



Below is a molecular structure, C35H52InO2P4 in a non-equilibrium geometry, with properties calculated with ωB97M-V with the def2-TZVPD basis set.

Each line ends with the Mulliken charge.
Atoms and positions in Å:
In -0.914 1.200 -0.530  1.006
P 2.104 -1.108 1.208  1.015
P 1.307 2.465 -0.531  0.892
P -1.285 -2.169 -0.416  0.800
H -0.265 2.592 -6.215  0.282
C -1.270 2.175 -6.073  -0.441
C -2.205 2.712 -5.275  -0.558
H -2.032 3.609 -4.671  0.246
C 3.312 -2.129 0.374  -1.121
C 2.795 0.272 2.111  -0.465
C 0.970 -2.020 2.234  -0.506
C 0.819 3.728 -1.761  -1.497
C 1.727 3.486 0.924  -0.672
C 2.932 1.968 -1.187  -1.324
C -2.544 -2.332 -1.740  -1.184
C -2.102 -3.358 0.745  -1.583
C -0.074 -3.320 -1.196  -1.388
H -1.538 1.324 -6.735  0.266
H -3.241 2.372 -5.357  0.282
H 3.887 -2.705 1.110  0.425
H 3.994 -1.512 -0.223  0.385
H 2.807 -2.814 -0.316  0.343
H 3.472 -0.083 2.896  0.535
H 1.998 0.868 2.570  -0.429
H 3.338 0.936 1.431  0.400
H 1.517 -2.484 3.069  0.570
H 0.460 -2.813 1.658  0.065
H 0.187 -1.353 2.633  -0.081
H 1.472 4.599 -1.635  0.627
H -0.225 4.024 -1.610  0.421
H 0.932 3.324 -2.773  0.416
H 2.788 3.767 0.878  0.516
H 1.541 2.954 1.864  -0.273
H 1.118 4.399 0.921  0.519
H 3.656 2.774 -0.978  0.457
H 2.872 1.835 -2.279  0.473
H 3.298 1.037 -0.734  0.220
H -3.007 -3.326 -1.651  0.587
H -2.101 -2.225 -2.739  0.205
H -3.323 -1.571 -1.605  0.360
H -2.454 -4.234 0.184  0.577
H -2.967 -2.875 1.217  0.500
H -1.424 -3.700 1.532  0.423
H -0.626 -4.145 -1.662  0.491
H 0.633 -3.739 -0.470  0.471
H 0.480 -2.782 -1.975  0.264
C -1.482 0.770 -3.302  1.329
C -0.208 0.253 -3.680  -0.106
C -0.153 -0.749 -4.641  -0.531
C -1.324 -1.195 -5.280  -0.886
C -2.567 -0.634 -4.966  -0.402
C -2.670 0.236 -3.877  -1.028
O -1.594 1.864 -2.524  -0.820
H 1.290 -0.505 0.224  -0.433
H 0.685 0.762 -3.293  0.238
H 0.835 -1.156 -4.885  0.462
H -1.257 -1.960 -6.055  0.411
H -3.470 -0.821 -5.563  0.426
H -3.624 0.707 -3.657  0.540
O -1.636 0.909 1.633  0.513
P -2.070 1.439 3.006  0.794
C -0.856 2.595 3.633  0.623
C 0.337 2.138 4.225  -0.870
C 1.297 3.053 4.667  -0.623
C 1.083 4.426 4.494  -0.611
C -0.095 4.885 3.894  -0.785
C -1.066 3.970 3.465  -0.663
C -3.702 2.147 2.870  0.719
C -4.633 2.066 3.920  -0.484
C -5.898 2.644 3.780  -0.694
C -6.251 3.291 2.589  -0.525
C -5.335 3.361 1.530  -0.753
C -4.068 2.776 1.671  -0.319
C -2.123 0.093 4.204  0.074
C -2.356 -1.204 3.717  -0.416
C -2.285 -2.313 4.573  -0.402
C -2.017 -2.112 5.941  -0.649
C -1.834 -0.825 6.441  -0.785
C -1.888 0.274 5.582  -0.095
H 0.467 1.072 4.417  0.658
H 2.215 2.684 5.136  0.438
H 1.846 5.137 4.825  0.431
H -0.265 5.960 3.784  0.497
H -2.001 4.334 3.036  0.504
H -4.367 1.574 4.845  0.424
H -6.616 2.598 4.601  0.436
H -7.240 3.750 2.480  0.413
H -5.600 3.863 0.590  0.444
H -3.363 2.832 0.834  0.032
H -2.584 -1.349 2.653  0.012
H -2.432 -3.320 4.164  0.481
H -1.953 -2.975 6.600  0.452
H -1.636 -0.663 7.501  0.456
H -1.733 1.276 5.976  0.553

Properties
Relative energy (zero: lowest compared OMol25 entry of this formula, charge and spin)   0.0 kJ/mol
Kohn-Sham gap (spin up / spin down)   4.7 / 4.7 eV
Charge   +3
Multiplicity   1
HOMO (spin up / spin down)   -14.94 / -14.94 eV
Electronic energy   -83537.87621 eV